1.
DFT (the ωB97M-V functional and the def2-TZVPD basis) results for a molecular structure, C9H36O9 at a distorted geometry.

- Electronic energy: -1040.6938 a.u.
- HOMO level: -7.7 eV
- ΔE to the lowest compared entry with this formula, charge and spin: 613.0 kcal/mol

Last column: natural (NBO) charge in e.
Atoms and positions in Å:
C (2.62, -2.04, -0.51)  -0.408
O (3.26, -3.02, -1.21)  -0.689
H (3.28, -1.36, 0.19)  0.263
H (1.88, -2.40, 0.20)  0.169
H (2.07, -1.34, -0.96)  0.206
H (4.23, -3.46, -0.89)  0.457
C (3.42, -0.30, 1.12)  -0.324
O (3.31, 0.52, 2.15)  -0.708
H (3.40, 0.28, 0.25)  0.190
H (2.70, -1.32, 1.02)  0.200
H (4.41, -0.65, 0.86)  0.185
H (2.53, 1.20, 2.07)  0.482
C (3.39, 2.74, 1.98)  -0.268
O (3.99, 1.99, 0.89)  -0.735
H (3.70, 3.69, 1.84)  0.179
H (3.83, 2.38, 2.77)  0.211
H (2.36, 2.77, 1.79)  0.168
H (3.84, 2.56, 0.09)  0.456
C (-4.32, 0.69, 1.44)  -0.233
O (-4.54, 1.23, 2.65)  -0.723
H (-5.16, 0.99, 0.69)  0.127
H (-4.48, -0.32, 1.30)  0.193
H (-3.41, 1.17, 0.89)  0.150
H (-4.65, 2.24, 2.70)  0.486
C (2.92, -2.95, -2.77)  -0.153
O (1.72, -3.38, -2.01)  -0.709
H (2.93, -2.84, -3.84)  0.118
H (3.79, -3.52, -2.39)  0.149
H (2.82, -1.97, -2.39)  0.122
H (1.63, -2.63, -1.44)  0.438
C (-3.61, 0.06, -1.88)  -0.256
O (-2.95, 1.27, -1.79)  -0.733
H (-3.41, -0.42, -0.97)  0.174
H (-3.26, -0.51, -2.69)  0.181
H (-4.69, 0.37, -1.73)  0.175
H (-3.60, 1.75, -2.24)  0.484
C (-1.58, 4.10, 1.22)  -0.252
O (-0.42, 3.95, 0.48)  -0.734
H (-1.48, 5.00, 1.89)  0.187
H (-1.96, 3.05, 1.61)  0.155
H (-2.40, 4.43, 0.61)  0.146
H (-0.39, 3.15, 0.11)  0.484
C (-2.42, -3.53, -0.16)  -0.249
O (-3.16, -3.37, -1.31)  -0.708
H (-2.21, -4.58, 0.21)  0.188
H (-3.04, -2.85, 0.57)  0.172
H (-1.37, -3.01, -0.46)  0.153
H (-2.67, -3.05, -1.89)  0.446
C (-0.35, 0.31, 0.25)  -0.263
O (-0.40, 1.46, -0.63)  -0.773
H (0.58, 0.77, 0.88)  0.177
H (-0.06, -0.56, -0.30)  0.157
H (-1.28, -0.02, 0.80)  0.186
H (-1.32, 1.30, -1.06)  0.505



2.
DFT (the ωB97M-V functional and the def2-TZVPD basis) results for 9 unconnected molecules or ions with the total composition C9H36O9 at a distorted geometry.

- Electronic energy: -1041.2407 a.u.
- HOMO level: -9.5 eV
- ΔE to the lowest compared entry with this formula, charge and spin: 269.9 kcal/mol

Last column: natural (NBO) charge in e.
Atoms and positions in Å:
C (23.93, 22.91, 10.82)  -0.242
O (23.01, 23.66, 10.01)  -0.723
H (23.40, 22.46, 11.57)  0.172
H (24.81, 23.61, 11.16)  0.167
H (24.29, 22.15, 10.20)  0.171
H (22.21, 23.62, 10.36)  0.454
C (25.09, 25.18, 13.89)  -0.271
O (24.33, 24.39, 14.78)  -0.770
H (25.86, 24.38, 13.58)  0.190
H (25.55, 26.20, 14.36)  0.172
H (24.55, 25.48, 12.98)  0.169
H (23.46, 24.45, 14.40)  0.502
C (27.64, 22.86, 11.16)  -0.276
O (28.23, 22.42, 12.50)  -0.721
H (27.17, 23.89, 11.37)  0.186
H (26.79, 22.11, 10.69)  0.168
H (28.37, 22.92, 10.36)  0.180
H (28.15, 21.45, 12.37)  0.465
C (27.46, 28.23, 15.66)  -0.247
O (27.37, 28.28, 17.07)  -0.748
H (28.07, 27.27, 15.40)  0.176
H (27.98, 29.14, 15.47)  0.181
H (26.45, 28.10, 15.23)  0.162
H (26.52, 28.68, 17.42)  0.477
C (23.38, 28.03, 14.62)  -0.193
O (22.27, 28.77, 15.34)  -0.761
H (22.74, 27.20, 14.10)  0.165
H (23.92, 27.77, 15.25)  0.130
H (23.65, 28.73, 13.85)  0.195
H (21.46, 28.70, 14.75)  0.473
C (27.42, 27.37, 11.70)  -0.240
O (26.07, 27.66, 11.71)  -0.749
H (27.61, 26.64, 12.44)  0.159
H (27.84, 28.21, 12.17)  0.187
H (27.80, 27.01, 10.72)  0.170
H (25.47, 27.24, 11.10)  0.477
C (26.59, 22.79, 16.57)  -0.257
O (25.30, 23.26, 17.02)  -0.721
H (27.25, 23.73, 16.48)  0.177
H (26.39, 22.35, 15.57)  0.157
H (26.72, 22.03, 17.15)  0.179
H (25.01, 23.51, 16.28)  0.458
C (20.70, 25.21, 13.35)  -0.242
O (21.56, 24.72, 14.34)  -0.773
H (19.85, 25.71, 13.89)  0.172
H (20.22, 24.40, 12.91)  0.175
H (21.26, 25.97, 12.70)  0.184
H (21.23, 24.59, 15.23)  0.501
C (23.52, 26.42, 17.79)  -0.229
O (23.07, 27.79, 17.79)  -0.736
H (23.09, 26.02, 18.54)  0.162
H (24.70, 26.22, 17.75)  0.170
H (23.14, 25.80, 16.83)  0.136
H (23.14, 28.06, 16.80)  0.479



3.
DFT (the ωB97M-V functional and the def2-TZVPD basis) results for a molecular structure, C9H37N2O9 at a distorted geometry.

- Total charge: -1
- Electronic energy: -1151.2372 a.u.
- HOMO level: -4.2 eV

Last column: natural (NBO) charge in e.
Atoms and positions in Å:
C (0.33, 0.13, 0.23)  -0.358
O (1.60, -0.45, -0.02)  -0.804
H (0.21, 1.17, -0.07)  0.145
H (-0.46, -0.44, -0.26)  0.201
H (0.04, 0.20, 1.28)  0.200
O (2.05, -2.30, 0.66)  -0.984
H (2.42, -2.63, -0.15)  0.441
H (1.41, -1.64, 0.38)  0.456
O (3.25, -0.18, 1.06)  -0.939
H (2.44, -0.10, 0.56)  0.418
H (3.89, 0.32, 0.57)  0.385
O (-0.79, 1.13, -2.10)  -0.959
H (-0.58, 2.04, -2.29)  0.483
H (-0.34, 0.95, -1.27)  0.481
O (1.75, 2.06, -1.04)  -1.005
H (1.53, 1.13, -0.98)  0.512
H (2.49, 2.09, -1.65)  0.490
O (2.84, -0.36, -1.66)  -1.026
H (1.99, -0.64, -1.31)  0.482
H (3.34, -0.11, -0.88)  0.456
O (2.05, -0.66, 2.40)  -0.884
H (1.65, -1.08, 3.17)  0.433
H (1.34, -0.60, 1.76)  0.456
C (-2.88, -3.60, -3.35)  -0.628
C (-2.96, -3.58, -1.72)  -0.060
C (-3.44, -2.24, -1.15)  -0.082
O (-2.76, -1.14, -1.87)  -0.534
C (-1.46, -0.95, -1.22)  -0.315
N (-3.69, -4.79, -1.27)  -0.845
H (-2.27, -4.40, -3.76)  0.200
H (-2.49, -2.68, -3.78)  0.234
H (-3.87, -3.66, -3.80)  0.199
H (-1.95, -3.77, -1.35)  0.169
H (-3.33, -2.15, -0.07)  0.174
H (-4.50, -2.15, -1.41)  0.183
H (-0.86, -0.21, -1.74)  0.251
H (-0.87, -1.84, -1.02)  0.166
H (-1.59, -0.56, -0.21)  0.151
H (-3.42, -4.86, -0.30)  0.346
H (-3.37, -5.65, -1.70)  0.358
C (2.21, 4.23, 1.16)  -0.615
C (1.62, 3.08, 1.99)  -0.091
C (0.18, 2.86, 1.75)  -0.067
O (-0.29, 1.78, 2.58)  -0.546
C (-1.67, 2.00, 2.74)  -0.273
N (2.40, 1.93, 1.58)  -0.837
H (1.74, 5.20, 1.32)  0.186
H (2.27, 3.99, 0.10)  0.217
H (3.21, 4.43, 1.54)  0.210
H (1.80, 3.31, 3.04)  0.171
H (-0.05, 2.66, 0.71)  0.167
H (-0.43, 3.71, 2.05)  0.155
H (-1.91, 1.00, 3.10)  0.188
H (-2.33, 2.15, 1.89)  0.175
H (-1.82, 2.67, 3.59)  0.171
H (2.53, 2.09, 0.59)  0.367
H (1.81, 1.11, 1.56)  0.377



Question: HOMO level of number 3 (C9H37N2O9)?
Answer: -4.2 eV